DFT (ωB97M-V with the def2-TZVPD basis set) results for C52H71BF3N12S3Ti as an isolated structure.

```
143
Properties=species:S:1:pos:R:3:forces:R:3
Ti -0.909706 -1.661348 0.173790 -0.52 0.44 0.14
C -0.181102 0.701092 -4.623547 -0.01 0.11 0.00
C -0.372004 1.398720 -3.315565 -0.08 -0.02 0.14
C -0.516639 2.742743 -3.215027 -0.12 -0.03 0.18
C -0.681538 3.355761 -1.939190 0.01 -0.20 -0.34
N -0.642232 2.646663 -0.852884 -0.14 -0.26 -0.11
N -0.513305 1.306209 -0.944243 -0.10 0.06 0.73
B -0.363771 0.527023 0.448082 -0.23 0.42 -0.09
N 1.076829 0.822316 0.973076 -0.17 -0.08 -0.51
N 1.856580 1.606969 0.225761 0.12 -0.15 0.30
C 3.066558 1.855176 0.649403 -0.12 -0.11 0.02
C 3.518704 1.351888 1.893819 0.00 0.04 -0.15
C 2.726169 0.538299 2.637905 -0.08 -0.03 0.13
C 3.161722 -0.040838 3.943771 0.01 -0.03 -0.01
C 1.444007 0.214174 2.105719 0.09 -0.01 0.07
S 0.381222 -0.925097 2.792037 0.04 -0.11 -0.09
C 3.972091 2.677386 -0.242910 -0.02 0.08 0.03
C 3.204629 3.201774 -1.454062 0.04 0.03 0.00
C 5.128679 1.788032 -0.712479 -0.06 -0.01 0.02
C 4.519908 3.865319 0.558988 0.03 0.01 -0.06
N -1.301096 1.234956 1.537820 0.38 -0.02 -0.13
N -0.805054 2.414227 1.974815 -0.13 -0.21 0.08
C -1.374486 3.013110 2.975108 -0.11 -0.06 0.01
C -2.584336 2.511381 3.528566 0.09 0.12 -0.07
C -3.069845 1.313955 3.124531 0.00 -0.07 0.00
C -4.291383 0.698422 3.728776 0.03 0.00 0.01
C -2.308714 0.600440 2.141625 -0.21 -0.03 0.22
S -2.669878 -1.042767 1.852840 -0.06 0.24 -0.19
C -0.677698 4.226923 3.563571 -0.06 -0.02 -0.01
C -0.506679 3.996392 5.070724 0.08 0.01 0.01
C 0.699311 4.408614 2.932246 0.04 0.03 -0.02
C -1.531794 5.478520 3.342595 -0.02 0.02 0.00
C -0.431891 0.641279 -2.092611 0.31 0.04 -0.68
S -0.362908 -1.065570 -2.184860 -0.13 0.38 0.25
C -0.961010 4.840999 -1.825265 0.03 -0.03 -0.04
C 0.064397 5.641974 -2.637753 -0.04 0.01 0.06
C -0.912688 5.271728 -0.367658 0.00 0.08 0.03
C -2.366458 5.088141 -2.389980 -0.04 0.10 0.03
H -0.337903 1.394187 -5.446733 0.01 0.02 -0.05
H 0.829576 0.298327 -4.694826 0.05 -0.03 0.03
H -0.858088 -0.145747 -4.724185 -0.07 0.00 0.01
H -0.537286 3.350195 -4.107635 0.07 0.07 -0.08
H 4.516865 1.591153 2.233608 0.06 0.02 0.03
H 4.211459 0.176654 4.126506 0.06 0.00 0.04
H 2.569661 0.368247 4.763349 -0.05 0.02 0.01
H 2.997692 -1.120325 3.960971 0.01 0.04 -0.01
H 2.718944 2.399135 -2.005621 0.02 -0.07 -0.03
H 2.430990 3.905122 -1.148912 -0.08 0.04 0.04
H 3.896486 3.716634 -2.120301 0.04 0.04 -0.03
H 4.762149 0.963455 -1.324019 -0.03 -0.01 -0.01
H 5.829257 2.371189 -1.306619 0.08 0.06 -0.07
H 5.678775 1.362255 0.127277 0.03 -0.02 0.04
H 3.714892 4.429508 1.029726 -0.07 0.04 0.01
H 5.215441 3.551339 1.336164 0.02 -0.04 0.05
H 5.059117 4.537818 -0.106779 0.06 0.04 -0.03
H -3.099227 3.071058 4.296979 -0.02 0.02 0.05
H -4.791455 1.414525 4.376004 -0.04 0.02 0.03
H -4.985599 0.358063 2.960323 0.00 0.02 -0.02
H -4.023194 -0.180863 4.316557 0.02 -0.01 0.00
H 0.052110 3.081185 5.269433 0.03 -0.04 -0.01
H 0.044213 4.830533 5.504187 0.03 0.04 0.02
H -1.460781 3.931648 5.590812 -0.07 -0.01 0.02
H 1.328493 3.535192 3.105189 0.03 -0.06 0.03
H 0.635170 4.552951 1.856004 0.01 -0.01 0.08
H 1.184318 5.276558 3.377932 0.03 0.06 0.02
H -2.508737 5.388675 3.818535 -0.05 -0.02 0.02
H -1.034072 6.344304 3.777328 0.03 0.06 0.04
H -1.686986 5.676259 2.283842 0.01 0.00 -0.06
H 1.086229 5.401291 -2.347986 0.05 -0.02 0.06
H -0.033560 5.468616 -3.706995 0.00 -0.04 -0.11
H -0.093900 6.706302 -2.468305 -0.01 0.05 0.00
H 0.044158 5.021046 0.086200 0.03 0.04 -0.10
H -1.061489 6.349533 -0.299667 -0.03 0.05 0.01
H -1.682834 4.772423 0.217082 -0.04 -0.05 0.02
H -2.440608 4.807622 -3.440559 0.03 -0.05 -0.07
H -3.115215 4.525719 -1.830908 -0.03 -0.04 0.04
H -2.618091 6.146387 -2.316307 0.01 0.05 0.01
C -0.836033 -5.316933 -2.036876 -0.04 0.06 -0.11
N -0.246501 -5.674060 -0.768839 0.26 0.00 0.17
C 0.053662 -7.082715 -0.579185 0.04 0.02 0.01
C -0.184346 -4.772896 0.237255 0.01 -0.02 0.13
N -1.067042 -3.761658 0.290139 -0.33 0.02 0.11
C -2.442979 -4.121420 0.167796 0.26 -0.22 0.10
C -2.896719 -5.309135 0.744214 -0.02 -0.04 0.02
C -4.231733 -5.656958 0.723901 -0.12 0.07 -0.04
C -5.153718 -4.779517 0.160563 0.13 -0.07 0.06
C -4.714543 -3.587350 -0.378538 -0.09 0.16 -0.14
C -3.359319 -3.250115 -0.429323 -0.02 -0.11 0.15
N -2.901653 -2.013701 -0.935540 0.33 -0.34 -0.09
C -3.552185 -1.520359 -1.981990 -0.13 0.13 0.04
N -4.047078 -2.293806 -2.991579 0.02 0.13 0.11
C -3.418637 -3.538370 -3.369943 0.07 0.05 -0.06
C -5.396088 -2.104313 -3.497175 -0.01 0.00 -0.02
N -3.766076 -0.190929 -2.100971 0.00 -0.17 0.01
C -4.000299 0.451180 -3.378476 0.05 0.05 -0.04
C -3.968062 0.665099 -0.946361 0.06 -0.07 0.07
N 0.760583 -4.912909 1.170290 -0.02 -0.06 -0.22
C 0.610799 -4.389256 2.516805 -0.16 0.21 -0.01
C 2.079984 -5.455622 0.879720 -0.11 -0.06 -0.03
H -1.889819 -5.609522 -2.094386 0.07 0.00 0.01
H -0.280079 -5.814823 -2.832036 -0.02 -0.01 -0.02
H -0.749320 -4.239719 -2.171663 -0.01 -0.07 -0.02
H -0.796681 -7.668130 -0.934123 -0.01 -0.02 0.01
H 0.203446 -7.291745 0.476930 -0.01 -0.02 -0.01
H 0.943795 -7.388982 -1.131877 0.00 -0.02 -0.01
H -2.180527 -5.955230 1.238706 0.00 -0.02 0.01
H -4.557679 -6.581112 1.179439 -0.02 -0.03 0.00
H -6.208914 -5.007616 0.171979 -0.07 -0.03 0.01
H -5.437703 -2.880678 -0.770115 0.00 -0.01 0.02
H -2.356988 -3.475837 -3.153349 -0.03 -0.01 -0.01
H -3.546868 -3.666341 -4.445681 0.02 -0.05 -0.01
H -3.853130 -4.398396 -2.854814 -0.03 -0.04 0.02
H -5.890605 -1.301057 -2.957778 -0.03 -0.01 0.00
H -5.966076 -3.023476 -3.337216 -0.01 0.00 0.00
H -5.401497 -1.872330 -4.564981 -0.01 -0.02 0.01
H -3.683564 -0.194829 -4.191393 0.04 0.00 -0.02
H -3.422694 1.375783 -3.413976 0.04 0.04 0.00
H -5.056005 0.705769 -3.510589 0.04 0.02 -0.04
H -3.897881 0.068137 -0.040603 -0.01 0.07 -0.03
H -4.960258 1.121270 -1.008959 0.00 0.01 0.00
H -3.225444 1.463805 -0.917361 0.07 0.04 0.02
H -0.375899 -3.943564 2.639779 0.10 -0.09 -0.01
H 1.355951 -3.615384 2.696793 0.00 0.02 0.04
H 0.737159 -5.209821 3.225698 0.04 0.03 0.04
H 2.246299 -6.395203 1.410616 0.03 0.01 0.00
H 2.821486 -4.726182 1.203547 0.05 0.03 0.00
H 2.194917 -5.615195 -0.187374 0.02 0.02 -0.02
F 8.641035 -2.221257 -1.073256 -0.06 -0.07 -0.10
C 8.049899 -1.432116 -0.161551 -0.02 -0.01 -0.04
F 8.364084 -0.164206 -0.495772 -0.08 0.10 -0.03
F 8.644186 -1.677102 1.013244 -0.06 -0.04 0.17
C 6.557336 -1.638066 -0.114400 0.16 -0.01 -0.04
C 5.848651 -1.706230 -1.309052 0.09 -0.01 0.07
C 4.475164 -1.839531 -1.289220 -0.04 -0.02 0.04
C 3.785523 -1.904899 -0.074020 -0.05 -0.02 -0.10
C 4.511837 -1.853300 1.115391 0.10 -0.04 0.06
C 5.890583 -1.719521 1.098276 -0.02 0.02 -0.05
C 2.355315 -1.973262 -0.038067 0.18 0.03 0.08
C 1.149759 -1.884918 0.094244 0.22 -0.46 -0.22
H 6.375009 -1.647489 -2.250682 0.05 0.00 -0.06
H 3.915378 -1.876654 -2.212486 -0.03 -0.02 -0.06
H 3.982396 -1.903752 2.057082 0.00 -0.05 0.00
H 6.444845 -1.674700 2.023983 0.04 0.00 0.06
```
Positions in Å, forces in eV/Å.

Summary:
Orbital gap (eV): 6.953
LUMO energy (eV): -2.28
HOMO level (eV): -9.231
Net charge: +1
M (g mol⁻¹): 1076.1

DFT (ωB97M-V with the def2-TZVPD basis set) results for C28H23Cl2N4O4PbS2 as an isolated structure in a non-equilibrium geometry.

```
64
Properties=species:S:1:pos:R:3:forces:R:3
Pb 1.191430 -0.367037 -0.869543 0.24 -0.47 -0.09
C 2.640141 -2.468472 2.143601 -0.01 -0.12 -0.08
C 3.422293 -1.385103 2.505361 0.16 0.02 0.04
C 2.858051 -0.316356 3.179191 0.07 -0.01 0.13
C 1.506901 -0.326535 3.484079 -0.01 0.08 0.02
C 0.717529 -1.393550 3.093165 -0.12 -0.05 0.09
C 1.285096 -2.469282 2.431137 -0.05 -0.15 0.01
H 3.086966 -3.316709 1.641926 0.02 -0.06 -0.07
H 4.477184 -1.373146 2.265774 0.07 0.00 -0.01
H 3.465077 0.530775 3.457044 0.04 0.10 -0.02
H 1.069172 0.513913 4.000690 -0.05 0.10 0.00
H -0.343009 -1.395115 3.305998 -0.06 0.02 0.02
H 0.670829 -3.310552 2.145367 -0.04 -0.03 -0.02
N 3.694616 -1.263584 -1.310882 0.47 0.01 -0.31
N 3.597385 -2.056237 -2.478182 0.40 -0.28 0.11
C 2.642571 -1.712410 -3.506586 0.46 -0.24 0.22
O 2.891210 -2.200413 -4.596409 0.25 -0.35 -0.68
O 1.666092 -0.996618 -3.179412 -0.58 0.54 0.59
H 4.269758 -0.430027 -1.448279 -0.03 -0.21 0.11
H 4.070325 -1.815432 -0.545098 -0.10 0.11 -0.15
H 4.485146 -2.330770 -2.895801 -0.34 0.18 0.09
Cl 2.742179 1.811158 -2.131736 0.38 0.09 -0.40
C 2.073039 3.198915 -1.355896 -0.10 0.61 0.32
C 1.949370 4.349172 -2.106451 0.08 0.04 -0.11
C 1.366508 5.479418 -1.556589 0.00 -0.03 0.06
C 0.892259 5.430921 -0.257001 0.02 0.14 -0.12
C 1.021384 4.268918 0.477101 0.11 -0.05 -0.40
Cl 0.368717 4.249771 2.069971 -0.10 0.24 0.49
C 1.622032 3.108477 -0.030747 0.20 -0.01 0.16
S 1.782705 1.687165 0.942032 0.44 0.34 0.50
H 2.296875 4.349561 -3.128306 0.03 0.00 -0.08
H 1.274335 6.386192 -2.137065 -0.02 0.02 -0.05
H 0.418270 6.291679 0.191536 -0.04 0.03 0.04
O -2.566614 1.436347 -2.369014 -0.19 -0.02 0.17
S -1.582613 1.294573 -1.325456 -0.10 -0.28 0.30
O -0.303677 1.931735 -1.563841 -0.25 -0.25 0.05
N -1.218263 -0.212088 -0.916349 0.36 1.43 -0.30
C -2.072167 -1.247960 -0.936905 -1.05 -0.48 -0.12
C -3.447322 -1.153975 -1.124994 0.42 0.14 0.10
C -4.239900 -2.292740 -1.222501 -0.06 -0.59 0.04
C -3.701805 -3.551553 -1.118205 -0.39 0.11 -0.08
C -2.323123 -3.702612 -0.893299 0.28 0.27 0.03
C -1.695172 -4.961786 -0.807338 0.23 0.10 0.04
C -0.340764 -5.030935 -0.620142 -0.25 -0.16 0.00
C 0.382812 -3.836353 -0.492219 -0.08 0.15 -0.09
N -0.169930 -2.651106 -0.560068 0.19 -0.30 -0.03
C -1.493672 -2.551689 -0.779722 -0.80 -0.40 -0.09
C -2.277946 1.990497 0.182187 0.05 -0.30 -0.50
C -1.726954 1.661038 1.406869 0.03 -0.11 0.09
C -2.292346 2.176219 2.562717 -0.03 -0.05 -0.09
C -3.399117 3.007544 2.481404 0.02 0.03 0.06
C -3.958375 3.309099 1.249162 0.02 0.10 -0.01
C -3.396480 2.795026 0.092376 -0.08 0.08 -0.14
H -3.893196 -0.179993 -1.244205 -0.04 0.04 -0.04
H -5.299774 -2.173058 -1.405033 -0.06 -0.03 0.01
H -4.313353 -4.434977 -1.231748 -0.09 -0.07 0.02
H -2.299863 -5.854818 -0.905110 0.02 -0.05 0.00
H 0.171172 -5.980605 -0.570395 0.05 -0.04 0.01
H 1.452201 -3.856792 -0.335441 0.18 -0.03 0.00
H -0.853919 1.025263 1.440081 0.04 0.01 0.10
H -1.862133 1.934937 3.524732 0.05 0.01 0.04
H -3.817509 3.436780 3.381555 -0.07 -0.03 0.06
H -4.825082 3.951333 1.187517 -0.07 0.04 0.00
H -3.807552 2.993960 -0.886606 -0.09 0.08 -0.03
```
Positions in Å, forces in eV/Å.

Summary:
Orbital gap (eV): 6.568
LUMO energy (eV): 2.38
HOMO level (eV): -4.192
Net charge: -1
ΔE to the lowest compared entry with this formula, charge and spin (eV): 1.6601
M (g mol⁻¹): 821.8

DFT (ωB97M-V with the def2-TZVPD basis set) results for an isolated ion of composition C3H9N2O2 and charge +1 in a non-equilibrium geometry.

```
16
Properties=species:S:1:pos:R:3:forces:R:3
N 0.342715 1.236120 1.808417 -0.60 0.05 -0.44
C -0.545859 0.403862 1.218956 1.59 0.45 0.79
O -1.369158 -0.194337 1.873119 -0.71 -0.36 -0.21
C -0.487465 0.170360 -0.298929 0.01 -0.85 1.24
N -1.034411 -1.247577 -0.422832 -0.84 0.71 -1.72
C 0.815340 0.225408 -1.049154 -0.26 1.69 -0.67
O 1.738110 -0.724817 -0.600168 -1.02 0.11 0.25
H 0.071848 1.466999 2.760130 0.53 0.08 -0.19
H 1.083841 1.741162 1.335254 -0.38 -0.17 0.20
H -1.202112 0.895610 -0.696500 -0.01 -0.33 -0.31
H -0.304526 -1.913775 -0.671739 0.33 -0.07 0.39
H -1.602437 -1.552011 0.376906 0.33 0.35 0.53
H -1.665627 -1.205015 -1.223045 -0.13 -0.43 -0.07
H 0.574692 0.168905 -2.123208 0.09 -0.60 0.08
H 1.184747 1.266398 -1.009067 0.10 -0.23 0.46
H 2.400302 -0.737294 -1.278141 0.99 -0.41 -0.35
```
Positions in Å, forces in eV/Å.

Summary:
Orbital gap (eV): 11.174
LUMO energy (eV): -3.51
HOMO level (eV): -14.681
SMILES: NC(=O)[C@H]([NH3+])CO
Net charge: +1
ΔE to the lowest compared entry with this formula, charge and spin (eV): 1.0246
M (g mol⁻¹): 105.1